# 1
C11H10N2 | ωB97M-V with the def2-TZVPD basis set

Geometry as XYZ:
```
23
Properties=species:S:1:pos:R:3:forces:R:3:mulliken_charge:R:1
C 3.1827 1.4252 -0.4014 -0.240 -0.388 -0.136 -1.27
C 2.1880 0.2856 -0.6713 4.272 0.175 0.563 0.87
C 2.6371 -0.9398 -1.2116 -0.175 0.242 0.815 -0.55
C 1.6179 -1.8460 -1.4159 -0.024 -0.409 -1.430 -0.31
C 0.2600 -1.4645 -1.3143 0.250 1.568 1.862 -0.72
C -0.0327 -0.2885 -0.5678 1.508 -0.258 2.374 0.26
C -1.2735 0.0177 0.3250 -1.117 -0.090 -1.490 0.37
C -2.4725 -0.7529 0.3752 0.800 0.010 2.418 -0.36
C -3.5881 -0.3299 1.1925 3.321 1.086 -1.456 -0.51
C -3.4986 0.8846 1.8940 3.095 -0.908 -1.907 -0.36
N -2.3715 1.6323 1.8673 0.749 -1.324 -1.840 -0.60
C -1.3402 1.2138 1.0330 -1.337 1.565 0.834 -0.15
N 1.0392 0.5244 -0.1789 -4.338 -0.706 -1.066 -0.36
H 2.5306 2.2778 -0.6686 1.343 0.210 -0.122 0.31
H 3.4913 1.5394 0.6329 -0.747 -0.175 0.563 0.29
H 4.1902 1.2893 -0.8329 -0.807 0.398 -0.856 0.37
H 3.7468 -1.1269 -1.2294 -1.506 -0.023 -0.358 0.29
H 1.8616 -2.8488 -1.7859 -0.237 0.328 0.144 0.35
H -0.5355 -2.1169 -1.5718 -0.444 -0.600 -0.300 0.45
H -2.3308 -1.8169 0.1429 -0.827 0.451 -0.686 0.28
H -4.4321 -0.9172 1.1288 -1.828 -1.083 0.334 0.46
H -4.2536 1.3518 2.4116 -1.925 0.446 1.299 0.46
H -0.6162 2.0064 0.8466 0.217 -0.514 0.439 0.42
```
Forces are in eV/Å.

Output
E_LUMO	0.0058	Eh
HOMO-LUMO gap	8.96	eV
F_max	4.52	eV/Å
energy above the lowest of the compared OMol25 structures with the same formula, charge and spin	188.2	kJ/mol

# 2
C11H5NO4V | ωB97M-V with the def2-TZVPD basis set

Geometry as XYZ:
```
22
Properties=species:S:1:pos:R:3:forces:R:3:lowdin_spin:R:1
V -0.1186 0.2079 0.0330 1.080 -6.169 4.716 2.31
O -1.0539 -3.3657 0.4349 1.046 3.908 -0.389 0.00
C -0.7675 -2.2639 0.3035 -0.984 -3.581 0.166 0.01
C -0.7329 1.6716 1.0693 -3.271 8.505 4.301 0.07
O -1.1674 2.5751 1.6742 2.299 -4.928 -2.952 0.11
C 1.4442 0.4506 -1.0082 6.824 2.279 -5.709 0.07
O 2.3515 0.6155 -1.7188 -4.130 -0.994 3.504 0.12
C -1.3596 0.2713 -1.3450 -6.377 1.943 -8.050 0.09
O -2.0888 0.4479 -2.2422 3.429 -1.136 4.401 0.16
N 1.0283 -0.3101 1.6528 0.156 0.155 0.266 0.00
C 1.7123 -0.5266 2.5682 -0.007 -0.047 -0.281 0.03
C 2.5764 -0.7959 3.6375 0.344 -0.005 0.741 0.01
C 3.6895 -1.6362 3.4532 0.346 -0.202 -0.032 0.01
C 4.5869 -1.8416 4.4996 -0.062 -0.074 -0.326 0.00
C 4.3930 -1.2230 5.7403 -0.512 0.132 -0.411 0.01
C 3.2688 -0.4106 5.9337 -0.526 0.334 -0.064 0.00
C 2.3577 -0.1909 4.8917 0.116 0.189 0.500 0.01
H 3.8342 -2.1052 2.4817 0.132 0.017 0.264 0.00
H 5.4514 -2.4894 4.3408 -0.304 0.223 0.037 0.00
H 5.1026 -1.3717 6.5505 -0.130 -0.003 -0.170 0.00
H 3.0889 0.0717 6.9073 0.128 -0.306 -0.608 0.00
H 1.4819 0.4515 5.0287 0.404 -0.238 0.096 0.00
```
Forces are in eV/Å.

Output
E_LUMO (spin up / spin down)	-0.3835 / -0.3906	Eh
total charge	+2
expectation value of S²	3.77
multiplicity	4
HOMO-LUMO gap (spin up / spin down)	5.55 / 5.35	eV
F_max	10.45	eV/Å
energy above the lowest of the compared OMol25 structures with the same formula, charge and spin	0.0	kJ/mol

# 3
C4H8O2S2 | ωB97M-V with the def2-TZVPD basis set

Geometry as XYZ:
```
16
Properties=species:S:1:pos:R:3:forces:R:3:mulliken_charge:R:1
C 1.8033 -1.0100 0.1815 -3.868 -2.229 -0.103 -0.44
C 1.0116 -0.3207 -0.9649 0.971 2.677 2.284 -0.30
C -1.6888 -0.2519 -0.1475 0.935 2.958 -0.107 0.38
C -1.3391 1.3038 0.3683 2.255 -1.266 1.889 -0.61
H 0.0960 -2.3662 1.7602 1.931 3.620 -0.770 0.28
H 2.7809 -0.6937 0.4283 1.212 0.276 -0.389 0.37
H 1.6339 -2.0950 -0.0546 1.393 0.716 0.446 0.24
H 0.8445 0.6908 -0.4299 0.240 -1.188 -1.852 0.15
H 1.5364 -0.2103 -1.9281 -0.269 -0.097 0.449 0.43
H -0.6679 1.0147 1.3816 -2.369 0.971 -2.395 0.23
H -2.3141 1.7984 0.5233 0.607 -0.349 0.221 0.39
H -0.6967 2.7020 -1.3036 1.257 -2.305 5.061 0.33
O 1.0266 -0.7634 1.3979 -1.263 -3.572 0.194 -0.53
O -0.3526 2.2719 -0.2332 -3.111 0.355 -4.497 -0.59
S -0.5964 -1.0670 -1.1514 0.542 -0.879 -0.875 -0.09
S -3.0776 -1.0035 0.1721 -0.465 0.312 0.446 -0.23
```
Forces are in eV/Å.

Output
E_LUMO	-0.0847	Eh
HOMO-LUMO gap	6.35	eV
F_max	5.70	eV/Å
energy above the lowest of the compared OMol25 structures with the same formula, charge and spin	850.1	kJ/mol

# 4
C15H23OS2Si | ωB97M-V with the def2-TZVPD basis set

Geometry as XYZ:
```
42
Properties=species:S:1:pos:R:3:forces:R:3:mulliken_charge:R:1
C 2.4200 -3.0331 0.9173 0.307 0.173 0.209 -1.11
Si 0.9150 -2.0792 0.3774 -1.339 -1.284 -0.943 0.11
C 0.1113 -1.1159 1.7441 0.180 0.549 0.429 -0.87
C 1.3370 -1.0261 -1.0846 0.374 0.427 0.022 -0.71
C -0.4654 -3.3467 -0.0897 0.899 -0.167 0.350 0.69
C -0.3972 -4.4598 0.6425 -0.092 0.116 0.127 -0.82
O -1.4316 -3.3230 -1.0545 -1.302 0.401 -1.081 -0.53
C -1.6820 -2.2039 -1.8629 0.676 -0.668 1.039 0.01
C -1.2139 -2.2605 -3.1740 0.460 0.092 0.584 -0.43
C -1.1002 -1.0661 -3.8646 -0.428 0.172 -0.167 -0.41
C -1.5578 0.1135 -3.2717 -0.153 0.375 0.064 -0.48
C -2.1725 0.1212 -2.0120 -0.151 -0.483 -0.386 -0.62
C -2.2969 -1.0766 -1.3107 0.858 -0.140 -0.083 -0.21
H 3.1808 -2.2824 1.1574 0.129 -0.111 0.075 0.31
H 2.2709 -3.6456 1.8105 -0.023 0.172 -0.056 0.38
H 2.8444 -3.6884 0.1473 -0.261 0.220 0.000 0.36
H 0.7079 -0.2262 1.9629 0.061 0.038 0.348 0.23
H -0.9012 -0.7797 1.4999 0.047 -0.135 -0.162 0.28
H 0.0296 -1.7217 2.6532 0.084 0.129 -0.113 0.39
H 2.1990 -0.4094 -0.8087 0.068 0.082 -0.185 0.36
H 1.6190 -1.6297 -1.9501 0.027 0.005 0.100 0.36
H 0.5308 -0.3667 -1.4060 -0.122 0.006 -0.040 -0.02
H -1.1180 -5.2718 0.5470 0.247 0.119 0.048 0.32
H 0.4092 -4.5113 1.3684 -0.363 -0.371 -0.048 0.13
H -0.8031 -3.2012 -3.5473 -0.169 0.325 0.107 0.45
H -0.6635 -1.0616 -4.8659 -0.163 0.115 0.338 0.37
H -1.4729 1.0511 -3.8094 0.044 -0.065 -0.029 0.41
H -2.5846 1.0312 -1.5813 0.053 -0.039 -0.231 0.58
H -2.7285 -1.1396 -0.3129 0.091 0.020 -0.219 0.58
C 0.1554 5.1523 1.9819 -0.161 -0.240 -0.103 -0.50
C 1.1362 4.7764 0.8846 -0.347 0.661 0.115 -0.65
S 0.5644 3.4684 -0.2568 1.303 -1.090 -0.197 0.09
C -0.0371 2.1994 0.6920 -0.887 2.155 0.166 0.57
S -0.9328 2.5204 2.0853 0.918 -1.182 0.522 0.18
C -0.0862 3.9392 2.8657 -0.405 0.594 0.221 -0.70
H 0.5757 5.9634 2.5927 0.019 -0.267 -0.138 0.34
H -0.7825 5.5334 1.5663 0.113 -0.088 0.022 0.32
H 1.3179 5.6442 0.2355 0.067 -0.410 -0.001 0.38
H 2.0870 4.4437 1.3183 -0.158 -0.003 -0.339 0.40
H -0.0906 1.2042 0.2537 -0.372 0.112 -0.248 -0.32
H 0.8642 3.5620 3.2637 -0.375 -0.073 0.034 0.39
H -0.7575 4.2024 3.6953 0.248 -0.242 -0.147 0.39
```
Forces are in eV/Å.

Output
E_LUMO	-0.2245	Eh
total charge	+1
HOMO-LUMO gap	4.61	eV
F_max	2.34	eV/Å
energy above the lowest of the compared OMol25 structures with the same formula, charge and spin	169.7	kJ/mol

# 5
C2H10N2S | ωB97M-V with the def2-TZVPD basis set

Geometry as XYZ:
```
15
Properties=species:S:1:pos:R:3:forces:R:3:mulliken_charge:R:1
N -1.1762 2.0066 3.4888 -5.140 -0.986 -4.179 -0.61
C -0.5508 1.1495 2.4375 2.062 2.137 1.726 -0.29
N -0.7883 -0.2399 2.5151 -0.577 0.841 -1.570 -0.47
H -0.7225 2.5837 4.0713 3.106 1.758 2.457 0.20
H -1.8070 2.7028 2.9715 0.872 -1.577 1.150 0.23
H -0.7604 1.6697 1.5052 -0.391 -0.710 -0.430 0.27
H 0.5078 1.3342 2.6124 0.434 -0.401 -0.485 0.25
H -0.0979 -0.8251 2.8825 1.050 -0.490 0.762 0.23
H -1.6818 -0.4294 2.8594 -1.417 -0.571 0.569 0.19
C 1.2889 -2.0651 -4.5700 0.537 -0.896 1.686 -0.69
S 0.4158 -1.2959 -3.1440 -0.747 -0.292 -0.130 -0.19
H 0.7875 -3.0486 -4.8894 1.070 1.494 0.859 0.25
H 1.3334 -1.4021 -5.3789 -0.316 0.877 -1.294 0.27
H 2.3223 -2.0792 -4.1443 -0.684 -1.085 -0.920 0.25
H 0.9294 -0.0612 -3.2169 0.142 -0.100 -0.199 0.11
```
Forces are in eV/Å.

Output
E_LUMO	0.0359	Eh
HOMO-LUMO gap	9.87	eV
F_max	6.70	eV/Å
energy above the lowest of the compared OMol25 structures with the same formula, charge and spin	142.2	kJ/mol

# 6
C6H9ClS | ωB97M-V with the def2-TZVPD basis set

Geometry as XYZ:
```
17
Properties=species:S:1:pos:R:3:forces:R:3:mulliken_charge:R:1
C -2.0515 0.3392 1.4264 -0.280 1.685 2.585 -0.78
C -1.9532 -0.2337 0.2611 -0.591 -0.432 -2.708 0.49
C -3.1126 -1.0575 -0.3784 1.740 0.866 -0.139 -1.13
S -0.6648 0.3144 -0.9609 -1.532 -0.914 -0.457 -0.13
C 0.6760 0.8959 -0.0416 1.576 -1.119 1.680 0.16
C 1.1501 2.1223 -0.1677 0.060 -0.873 0.513 -0.74
C 1.4057 -0.1497 0.8389 -3.539 -0.145 -0.066 -0.35
Cl 2.5369 -1.1158 -0.0562 0.652 -0.396 -0.483 -0.18
H -1.3331 1.1713 1.5331 -0.321 -0.533 0.762 0.32
H -2.8490 0.2275 2.2726 1.499 -0.132 -2.010 0.26
H -3.6876 -1.2442 0.5152 -0.880 -0.345 -0.249 0.35
H -3.6183 -0.3720 -1.1274 0.372 -1.046 0.926 0.28
H -2.7661 -2.0033 -0.8513 -0.329 0.725 0.255 0.28
H 0.6600 2.6692 -0.9006 -0.633 1.738 -0.919 0.30
H 1.9867 2.4996 0.3989 0.211 -0.038 -0.184 0.28
H 0.5551 -0.8324 1.1866 1.515 0.730 -0.072 0.20
H 1.8740 0.3239 1.6701 0.479 0.229 0.566 0.38
```
Forces are in eV/Å.

Output
E_LUMO	0.0301	Eh
HOMO-LUMO gap	9.44	eV
F_max	3.54	eV/Å
energy above the lowest of the compared OMol25 structures with the same formula, charge and spin	147.3	kJ/mol